No. 1
The molecule C7H10. Source: the OMol25 dataset; level of theory: ωB97M-V/def2-TZVPD.

Calculated total energy: -272.65394 hartree
Largest force on an atom: 0.103 hartree/bohr
Net charge: 0
Structure (SMILES): C1=CCC2(C1)CC2

Last column: Mulliken charge in e.
Element x y z (Å)
C -0.17 -0.73 -1.84  -0.50
C 0.34 0.51 -1.89  -0.42
C 0.67 1.04 -0.52  -0.74
C 0.04 0.00 0.42  0.87
C -0.25 -1.18 -0.44  -0.59
C -0.91 0.43 1.51  -0.88
C 0.45 -0.12 1.85  -0.76
H -0.36 -1.35 -2.72  0.41
H 0.60 1.04 -2.81  0.40
H 1.76 1.10 -0.38  0.27
H 0.28 2.05 -0.35  0.34
H 0.16 -2.15 -0.16  0.41
H -1.45 -1.41 -0.51  0.17
H -1.07 1.50 1.64  0.26
H -1.78 -0.19 1.71  0.27
H 0.50 -1.12 2.29  0.26
H 1.20 0.57 2.22  0.25



No. 2
The molecule C7H10. Source: the OMol25 dataset; level of theory: ωB97M-V/def2-TZVPD.

Calculated total energy: -272.57415 hartree
Largest force on an atom: 0.047 hartree/bohr
Net charge: 0
Structure (SMILES): C1[C@@H]2CC3(CC3)[C@H]12

Last column: Mulliken charge in e.
Element x y z (Å)
C 1.56 0.76 0.72  -0.76
C 1.48 -0.84 0.35  -0.34
C 0.57 -0.99 -0.87  -0.65
C -0.49 -0.17 -0.10  0.74
C -1.97 -0.34 -0.07  -0.54
C -1.37 0.94 -0.62  -0.79
C 0.43 -0.06 1.12  -0.51
H 1.55 1.49 -0.10  0.25
H 2.27 0.95 1.54  0.31
H 2.55 -0.70 0.39  0.40
H 0.19 -1.99 -1.12  0.26
H 0.97 -0.55 -1.79  0.27
H -2.43 -1.03 -0.77  0.24
H -2.45 -0.30 0.90  0.24
H -1.46 1.13 -1.69  0.24
H -1.49 1.85 -0.04  0.23
H 0.08 -0.14 2.15  0.40



No. 3
The molecule C7H10. Source: the OMol25 dataset; level of theory: ωB97M-V/def2-TZVPD.

Calculated total energy: -272.46918 hartree
Largest force on an atom: 0.032 hartree/bohr
Net charge: 0

Last column: Mulliken charge in e.
Element x y z (Å)
C 1.08 -0.65 -1.14  -1.41
C 0.68 0.53 -0.30  0.75
C 0.13 1.62 -1.00  -0.73
C -0.70 0.68 0.22  -0.46
C -1.61 -0.46 0.38  -0.37
C -0.77 -1.00 1.52  0.08
C 0.45 -0.87 1.96  -0.66
H 1.82 -0.34 -1.89  0.41
H 1.52 -1.45 -0.54  0.31
H 0.23 -1.08 -1.69  0.32
H 1.14 -0.11 1.42  0.22
H -0.02 2.60 -0.54  0.28
H 0.07 1.63 -2.09  0.28
H -0.82 1.43 1.00  0.28
H -1.63 -1.19 -0.44  0.17
H -2.64 -0.22 0.67  0.26
H 0.91 -1.46 2.75  0.26



No. 4
A cluster of 2 separate species, C7H10 in total. Source: the OMol25 dataset; level of theory: ωB97M-V/def2-TZVPD.

Calculated total energy: -272.53011 hartree
Largest force on an atom: 0.011 hartree/bohr
Net charge: 0

Last column: Mulliken charge in e.
Element x y z (Å)
C 1.58 -0.35 1.19  -0.67
C 1.23 0.84 0.29  0.03
C 1.30 -0.64 -0.22  0.00
C 0.00 -1.25 -0.60  -0.24
C -1.15 -0.73 -0.18  -0.70
C -1.20 0.57 0.58  -0.50
C -0.03 1.50 0.49  -0.89
H 2.61 -0.36 1.54  0.26
H 0.84 -0.65 1.93  0.23
H 2.09 1.46 0.04  0.43
H 2.16 -0.86 -0.86  0.41
H 0.03 -2.14 -1.22  0.41
H -2.10 -1.19 -0.46  0.43
H -1.97 0.77 -2.28  -0.12
H -2.13 1.11 0.36  0.45
H -1.25 0.40 1.67  0.35
H -2.00 1.51 -2.28  0.13



No. 5
A structure of composition C7H10. Source: the OMol25 dataset; level of theory: ωB97M-V/def2-TZVPD.

Calculated total energy: -272.50316 hartree
Largest force on an atom: 0.018 hartree/bohr
Net charge: 0

Last column: Mulliken charge in e.
Element x y z (Å)
C 1.60 -1.10 -0.07  -1.72
C 0.28 -0.35 0.02  1.61
C -0.99 -1.19 0.09  -1.16
C -1.46 0.91 -0.58  -0.41
C -0.81 1.63 0.40  -0.20
C 0.26 0.80 1.06  -0.80
C -0.22 0.44 -1.15  -0.93
H 1.76 -1.69 0.84  0.38
H 1.59 -1.80 -0.92  0.38
H 2.46 -0.43 -0.19  0.38
H -0.90 -2.13 0.67  0.32
H -1.49 -1.38 -0.86  0.24
H -2.34 1.25 -1.13  0.40
H -1.14 2.60 0.78  0.41
H -0.03 0.52 2.08  0.31
H 1.23 1.31 1.09  0.36
H 0.21 0.63 -2.12  0.44



No. 6
The molecule C7H10. Source: the OMol25 dataset; level of theory: ωB97M-V/def2-TZVPD.

Calculated total energy: -272.63651 hartree
Largest force on an atom: 0.043 hartree/bohr
Net charge: 0
Structure (SMILES): C=C/C=C/C=C/C

Last column: Mulliken charge in e.
Element x y z (Å)
C -2.16 -1.67 2.66  -0.59
C -2.03 -0.69 1.78  -0.35
C -1.15 -0.81 0.58  -0.45
C -0.23 0.13 0.33  -0.19
C 0.43 0.34 -0.95  -0.11
C 1.46 1.14 -1.15  -0.10
C 2.39 1.23 -2.32  -1.11
H -1.93 -2.69 2.36  0.25
H -2.65 -1.53 3.62  0.27
H -2.53 0.25 1.98  0.32
H -1.51 -1.63 -0.03  0.38
H 0.22 0.70 1.13  0.28
H -0.05 -0.14 -1.81  0.26
H 1.87 1.65 -0.27  0.26
H 2.06 0.56 -3.12  0.31
H 3.40 0.94 -2.05  0.28
H 2.42 2.24 -2.73  0.29



No. 7
The ion C7H10 with charge +1. Source: the OMol25 dataset; level of theory: ωB97M-V/def2-TZVPD.

Calculated total energy: -272.27671 hartree
<S²>: 0.771
Largest force on an atom: 0.060 hartree/bohr
Net charge: +1
Multiplicity: 2

Last column: Mulliken charge in e.
Element x y z (Å)
C 0.77 0.54 -0.72  -0.58
C 0.60 1.87 -0.64  -0.64
C -1.06 -0.58 0.49  -0.48
C -0.28 -0.48 -0.66  1.21
C -0.18 -1.65 -1.60  -1.27
C 0.29 0.40 2.23  -0.39
C -0.95 0.38 1.60  -0.36
H 1.80 0.30 -1.02  0.30
H -0.24 2.52 -0.39  0.28
H 1.45 2.42 -1.00  0.29
H -1.70 -1.44 0.59  0.46
H -0.35 -2.61 -1.12  0.40
H 0.84 -1.72 -1.98  0.37
H -0.90 -1.51 -2.41  0.32
H 1.22 0.23 1.73  0.37
H 0.40 0.15 3.29  0.32
H -1.69 1.19 1.62  0.40



No. 8
The ion C7H10 with charge +1. Source: the OMol25 dataset; level of theory: ωB97M-V/def2-TZVPD.

Calculated total energy: -272.32730 hartree
<S²>: 0.758
Largest force on an atom: 0.026 hartree/bohr
Net charge: +1
Multiplicity: 2

Last column: Mulliken charge in e.
Element x y z (Å)
C 0.33 -1.40 0.28  -0.26
C 0.46 -2.21 -0.74  -0.72
C -0.05 1.04 -0.21  -0.53
C 0.76 0.00 0.29  0.93
C 2.11 0.29 0.78  -1.13
C -2.37 1.48 0.09  -0.66
C -1.42 0.86 -0.62  -0.08
H 0.08 -1.76 1.28  0.37
H 0.89 -2.01 -1.72  0.29
H 0.17 -3.25 -0.63  0.30
H 0.39 2.02 -0.35  0.45
H 2.16 -0.07 1.82  0.36
H 2.89 -0.26 0.24  0.34
H 2.47 1.32 0.80  0.38
H -2.05 2.10 0.93  0.26
H -3.43 1.29 -0.02  0.31
H -1.62 0.24 -1.49  0.39



No. 9
The molecule C7H10BNO2. Source: the OMol25 dataset; level of theory: ωB97M-V/def2-TZVPD.

Calculated total energy: -502.86204 hartree
Largest force on an atom: 0.079 hartree/bohr
Net charge: 0
Structure (SMILES): CB(O)N1C(=O)[C@H]2C=C[C@@H]1C2

Last column: Mulliken charge in e.
Element x y z (Å)
C -2.26 1.02 1.49  -0.89
B -0.76 1.14 0.94  0.49
O 0.10 2.21 1.13  -0.57
N -0.21 0.08 0.22  -0.12
C -0.67 -1.13 -0.24  0.33
O -1.69 -1.68 0.05  -0.59
C 0.47 -1.78 -1.06  -0.03
C 0.62 -0.91 -2.27  -0.40
C 1.17 0.23 -1.91  -0.64
C 1.31 0.16 -0.36  -0.47
C 1.68 -1.37 -0.23  -0.73
H -3.05 0.28 1.31  0.34
H -2.65 1.92 1.06  0.32
H -2.18 1.23 2.62  0.23
H -0.22 2.69 1.97  0.29
H 0.15 -2.83 -1.23  0.42
H 0.30 -1.25 -3.26  0.42
H 1.20 1.13 -2.60  0.34
H 1.82 0.89 0.16  0.62
H 1.85 -1.92 0.67  0.33
H 2.64 -1.44 -0.77  0.31



No. 10
The ion C7H10BrClN with charge +1. Source: the OMol25 dataset; level of theory: ωB97M-V/def2-TZVPD.

Calculated total energy: -3361.23749 hartree
Largest force on an atom: 0.113 hartree/bohr
Net charge: +1

Last column: Mulliken charge in e.
Element x y z (Å)
C -0.35 2.20 0.65  -0.36
C -1.71 2.59 0.33  -0.07
C 0.20 0.97 0.55  -0.34
C -2.78 1.87 0.11  0.09
C -1.81 -0.36 0.79  -0.47
C 1.49 -1.39 -0.92  -1.00
C 0.18 -1.53 -0.07  -0.56
N -0.58 -0.20 0.06  -0.04
Cl -4.31 1.55 -0.24  -0.04
Br -2.89 -1.69 0.04  -0.05
H 0.23 2.93 1.03  0.53
H -2.00 3.64 0.07  0.33
H 1.25 0.83 0.87  0.41
H -1.58 -0.52 1.88  0.32
H 1.17 -1.67 -1.95  0.32
H 1.74 -0.37 -0.81  0.37
H 2.31 -2.08 -0.63  0.34
H 0.40 -1.67 1.01  0.38
H -0.45 -2.26 -0.35  0.43
H -0.92 0.08 -0.86  0.43



No. 11
A cluster of 2 separate species, C7H10BrNO2 in total. Source: the OMol25 dataset; level of theory: ωB97M-V/def2-TZVPD.

Calculated total energy: -3051.93205 hartree
Largest force on an atom: 0.070 hartree/bohr
Net charge: 0
Structure (SMILES): O=c1[nH]cco1.CC/C=C/Br

Last column: Mulliken charge in e.
Element x y z (Å)
O 1.37 -2.08 1.19  -0.59
C 0.84 -1.36 1.96  0.43
N -0.55 -1.35 2.24  0.05
C -0.73 -0.29 3.12  -0.57
C 0.38 0.35 3.28  -0.24
O 1.36 -0.29 2.51  -0.31
H -1.18 -2.17 2.26  0.26
H -1.75 -0.01 3.45  0.44
H 0.72 1.17 3.79  0.50
C 0.69 -1.29 -1.70  -1.12
C -0.17 0.04 -1.86  -0.46
C -1.21 0.19 -0.84  -0.05
C -1.47 1.30 -0.13  -0.59
Br -2.90 1.36 1.23  -0.22
H 1.40 -1.23 -0.92  0.27
H 1.33 -1.41 -2.60  0.36
H 0.10 -2.19 -1.65  0.32
H -0.59 0.12 -2.82  0.37
H 0.52 0.94 -1.73  0.26
H -1.82 -0.63 -0.66  0.41
H -1.10 2.24 -0.40  0.48



No. 12
A structure of composition C7H10ClF9NO4S2Se2Zn. Source: the OMol25 dataset; level of theory: ωB97M-V/def2-TZVPD.

Calculated total energy: -9366.14184 hartree
Largest force on an atom: 0.013 hartree/bohr
Net charge: -1

Last column: Mulliken charge in e.
Element x y z (Å)
Zn 0.99 -1.29 -0.31  0.23
C -0.97 -0.96 4.22  -1.02
Se -1.54 -0.61 2.38  0.08
C -1.22 1.32 2.39  -0.44
C 0.19 1.75 2.75  -0.99
Se 1.69 1.12 1.65  0.11
C 1.74 2.62 0.35  -0.53
H -1.50 -0.31 4.91  0.34
H 0.11 -0.83 4.29  0.27
H -1.21 -2.00 4.42  0.34
H -1.92 1.76 3.11  0.51
H -1.50 1.64 1.39  -0.01
H 0.44 1.40 3.75  0.42
H 0.26 2.83 2.75  0.49
H 2.78 2.95 0.37  0.34
H 1.09 3.39 0.75  0.31
H 1.82 1.59 -1.29  0.12
Cl 2.85 -0.46 -1.35  -0.62
F 1.78 -1.93 2.38  -0.23
C 1.26 -2.58 1.27  0.74
F 0.17 -3.24 1.77  -0.22
F 2.16 -3.58 1.03  -0.24
F -2.40 1.96 -3.31  -0.23
C -2.07 1.61 -2.07  0.60
F -1.77 2.72 -1.38  -0.21
F -3.09 1.02 -1.48  -0.23
S -0.57 0.51 -2.11  0.79
O -0.48 0.12 -0.65  -0.36
O 1.30 2.33 -0.95  -0.48
N -1.38 -0.68 -2.91  -0.55
S -0.61 -2.02 -3.11  0.94
O -1.47 -3.08 -3.53  -0.65
O 0.33 -2.33 -2.03  -0.56
C 0.49 -1.74 -4.58  0.66
F 1.31 -2.77 -4.80  -0.23
F -0.28 -1.58 -5.66  -0.24
F 1.22 -0.64 -4.42  -0.23